Entry 1:
# C5H8O2

A 2-piece molecular cluster, C5H8O2 overall (ωB97M-V/def2-TZVPD, OMol25).

Cartesian coordinates (Å):
C (-0.42735, -1.76154, 0.71356)
C (-0.13432, -0.44393, -0.00001)
O (-0.79764, -0.32464, -1.20649)
C (-0.85108, 0.73200, 0.52299)
O (-0.75941, 2.12181, -1.08327)
C (1.32734, -0.18844, -0.08789)
C (2.50469, 0.05168, -0.18047)
H (-1.51023, -1.88860, 0.80051)
H (0.03649, -1.81229, 1.70411)
H (-0.03608, -2.57186, 0.09083)
H (-0.79759, 1.21993, -1.53753)
H (-0.38838, 1.58422, 1.00714)
H (-1.92098, 0.61194, 0.64930)
H (0.17790, 2.37001, -1.13081)
H (3.55210, 0.24258, -0.26723)

Values from the calculation:
Maximum force ... 0.54 eV/Å
Charge ... 0
HOMO level (alpha / beta) ... -9.3 / -9.3 eV
Energy relative to the best compared isomer or geometry (same formula, charge and spin) ... 536.5 kJ/mol
E ... -9404.2713 eV

---

Entry 2:
# C2H7N4O

A 2-piece molecular cluster, C2H7N4O overall (ωB97M-V/def2-TZVPD, OMol25).

Cartesian coordinates (Å):
C (-0.07101, -0.42328, -0.16593)
C (2.36222, 0.35419, -0.08964)
N (1.24411, -0.66518, -0.12009)
N (3.51209, -0.40075, 0.01027)
N (-1.22972, -0.32851, -0.19540)
N (-3.57360, 0.57650, -0.01505)
O (2.15363, 1.50889, -0.01804)
H (1.61236, -1.51432, 0.26897)
H (3.52375, -1.39386, 0.30847)
H (4.25688, 0.12454, 0.36194)
H (-2.42345, 0.38223, -0.25675)
H (-3.78688, -0.00097, -0.81224)
H (-3.91198, 1.50067, -0.21660)
H (-3.66839, 0.27986, 0.94010)

Values from the calculation:
Maximum force ... 3.04 eV/Å
Charge ... +1
HOMO level ... -14.5 eV
Energy relative to the best compared isomer or geometry (same formula, charge and spin) ... 75.2 kJ/mol
E ... -10188.5135 eV

---

Entry 3:
# C36H50ClF4O13PS4

A 4-piece molecular cluster, C36H50ClF4O13PS4 overall (ωB97M-V/def2-TZVPD, OMol25).

Cartesian coordinates (Å):
C (0.35964, 6.80078, 0.05018)
C (-0.08885, 5.52187, -0.62552)
O (-0.95025, 4.85546, -0.12536)
O (0.49266, 5.17174, -1.80844)
C (1.53001, 4.18027, -1.58895)
C (1.65971, 3.25788, -2.78290)
C (2.14606, 1.83412, -2.39261)
C (1.04024, 1.24178, -1.54578)
C (1.11488, 1.04534, -0.22492)
C (2.32181, 1.37529, 0.62425)
C (3.45984, 0.33231, 0.56289)
C (4.81044, 1.08950, 0.75918)
C (5.90391, 0.19780, 1.29317)
O (6.74375, -0.25142, 0.56970)
O (5.87827, -0.10784, 2.63112)
C (-0.10578, 0.48831, 0.43704)
O (-0.05562, -0.31018, 1.34242)
C (-1.42179, 0.97675, -0.14129)
C (-2.53556, 1.23420, 0.66631)
C (-2.42959, 1.02086, 2.16847)
C (-2.71231, -0.42693, 2.66725)
C (-3.17275, -1.39848, 1.59543)
F (-3.63230, -0.34440, 3.72345)
C (-3.70528, 1.71903, 0.03620)
C (-4.90922, 2.03563, 0.91142)
O (-5.28812, 0.93666, 1.75823)
C (-6.02617, 1.35515, 2.80859)
F (-6.53164, 0.27676, 3.42201)
F (-5.31049, 2.02197, 3.73065)
F (-7.05230, 2.14001, 2.43347)
C (-3.77825, 1.95205, -1.34122)
P (-5.22810, 2.64201, -2.23923)
S (-4.74479, 4.38250, -3.01194)
C (-2.64676, 1.67299, -2.13305)
Cl (-2.63410, 1.94084, -3.84421)
C (-1.49590, 1.19477, -1.52474)
C (-0.21950, 0.90562, -2.29547)
O (-0.19077, 0.42773, -3.39857)
H (0.28398, 7.62003, -0.67149)
H (-0.29231, 7.04532, 0.88784)
H (1.37625, 6.70736, 0.44464)
H (1.25426, 3.64848, -0.67158)
H (2.46383, 4.71464, -1.35848)
H (2.26645, 3.68683, -3.58480)
H (0.64865, 3.15450, -3.20172)
H (3.07622, 1.93371, -1.82969)
H (2.29075, 1.21201, -3.27817)
H (2.00534, 1.57961, 1.65211)
H (2.73640, 2.31716, 0.24567)
H (3.47058, -0.22477, -0.37585)
H (3.38943, -0.35381, 1.41385)
H (5.07911, 1.57151, -0.18480)
H (4.57978, 1.91542, 1.44688)
H (6.24114, 0.64534, 3.11739)
H (-3.05997, 1.72991, 2.70609)
H (-1.39915, 1.24920, 2.44331)
H (-1.78273, -0.80391, 3.10132)
H (-2.38168, -1.45817, 0.84502)
H (-4.06051, -1.00532, 1.10115)
H (-3.36165, -2.37615, 2.04419)
H (-5.75656, 2.31034, 0.29140)
H (-4.65791, 2.92178, 1.50872)
H (-5.61467, 1.80753, -3.30306)
H (-6.32768, 2.88284, -1.40527)
O (2.93992, 0.68312, -5.11159)
S (3.82578, -0.36034, -4.65841)
O (4.52583, -0.27225, -3.40155)
C (2.95446, -1.91845, -4.73963)
C (3.21390, -2.42202, -6.15571)
C (4.69896, -2.15071, -6.43134)
C (4.99517, -0.71662, -5.97464)
H (1.89956, -1.75943, -4.52218)
H (3.39616, -2.58286, -3.99694)
H (2.97031, -3.47899, -6.25333)
H (2.59892, -1.86657, -6.86735)
H (5.30945, -2.85282, -5.85968)
H (4.94547, -2.28539, -7.48372)
H (6.00642, -0.61205, -5.58896)
H (4.82675, 0.00245, -6.77429)
O (7.50418, -2.97956, 3.73483)
S (6.16116, -2.85660, 4.23972)
O (5.22137, -1.93059, 3.66749)
C (5.42752, -4.49089, 4.30706)
C (5.80401, -5.02018, 5.68662)
C (5.59652, -3.84876, 6.65544)
C (6.23746, -2.60858, 6.02023)
H (5.81185, -5.09827, 3.49074)
H (4.34855, -4.37172, 4.21145)
H (5.19991, -5.88417, 5.96145)
H (6.85300, -5.32495, 5.69549)
H (4.52707, -3.67887, 6.79730)
H (6.02724, -4.05442, 7.63479)
H (5.70118, -1.69746, 6.27423)
H (7.28540, -2.51220, 6.29903)
O (-5.21464, -2.23616, -1.44475)
S (-6.39466, -1.63797, -0.87542)
O (-6.63610, -0.21555, -0.96019)
C (-7.83150, -2.51023, -1.48978)
C (-8.04032, -3.64429, -0.49252)
C (-7.83103, -3.02445, 0.89427)
C (-6.55505, -2.17681, 0.83150)
H (-7.64344, -2.85428, -2.50436)
H (-8.67089, -1.81493, -1.47829)
H (-9.03064, -4.08633, -0.59340)
H (-7.30081, -4.43040, -0.66150)
H (-8.68389, -2.38816, 1.14051)
H (-7.75693, -3.78560, 1.66966)
H (-6.61381, -1.30431, 1.47610)
H (-5.67227, -2.76061, 1.07975)

Values from the calculation:
Maximum force ... 2.31 eV/Å
Charge ... 0
HOMO level ... -7.9 eV
E ... -140781.0425 eV
Structure (SMILES) ... CC(=O)OCCCC1=C(CCCC(=O)O)C(=O)c2c(C[C@H](C)F)c(COC(F)(F)F)c([PH2]=S)c(Cl)c2C1=O.O=S1(=O)CCCC1.O=S1(=O)CCCC1.O=S1(=O)CCCC1

---

Entry 4:
# C6H13FN5

An isolated ion of composition C6H13FN5 and charge +1 (ωB97M-V/def2-TZVPD, OMol25).

Cartesian coordinates (Å):
C (0.22644, -2.30402, -0.73188)
C (0.40696, -0.77392, -0.63842)
C (-0.41482, -0.07692, -1.81379)
C (0.02336, -0.14095, 0.70504)
N (0.67932, -0.70656, 1.86957)
N (0.32550, 1.26891, 0.59440)
C (-0.43078, 2.33950, 0.92543)
N (0.15543, 3.54336, 0.87946)
N (-1.72109, 2.19959, 1.26816)
C (-2.17053, 0.97353, 1.26395)
N (-1.49784, -0.13293, 0.81932)
F (-2.00861, -1.36522, 1.18249)
H (-0.81993, -2.55049, -0.41699)
H (0.93766, -2.66739, 0.03530)
H (0.38787, -2.54837, -1.70604)
H (1.41987, -0.40887, -0.85745)
H (0.26403, 0.53865, -2.37159)
H (-1.21800, 0.55328, -1.41078)
H (-0.89590, -0.76174, -2.51022)
H (0.61011, 0.03648, 2.58982)
H (0.21235, -1.58532, 2.14262)
H (1.38695, 1.43208, 0.45936)
H (-0.44427, 4.32659, 0.94430)
H (1.18723, 3.60816, 1.06109)
H (-3.13910, 0.84211, 1.77277)

Values from the calculation:
Maximum force ... 4.83 eV/Å
Charge ... +1
HOMO level ... -14.2 eV
Energy relative to the best compared isomer or geometry (same formula, charge and spin) ... 0.0 kJ/mol
E ... -16592.3859 eV
Structure (SMILES) ... CC(C)[C@@]1(N)NC(=[NH2+])N=CN1F

---

Entry 5:
# C20H60F6O16

A 14-piece molecular cluster, C20H60F6O16 overall (ωB97M-V/def2-TZVPD, OMol25).

Cartesian coordinates (Å):
C (-3.99397, -1.52439, -1.53420)
O (-5.32183, -1.57371, -0.98151)
O (-3.39144, -0.30250, -1.14820)
C (-3.13482, -2.82179, -1.21020)
F (-2.90823, -3.00547, 0.08073)
F (-3.70953, -3.90014, -1.69468)
F (-1.90179, -2.84245, -1.77963)
C (-6.34896, -2.30568, -1.63491)
C (-7.60038, -2.17364, -0.77394)
H (-7.47996, -2.59204, 0.22533)
H (-7.92231, -1.13295, -0.73616)
H (-8.45380, -2.64831, -1.25817)
H (-6.13597, -3.36671, -1.76514)
H (-6.62724, -1.95972, -2.63038)
H (-4.11239, -1.55081, -2.61743)
C (0.72478, 1.53911, -0.16560)
O (0.55311, 0.42265, 0.65544)
O (-0.50024, 2.19642, -0.09180)
C (2.04465, 2.33040, 0.18027)
F (3.12972, 1.52185, 0.08345)
F (2.22195, 3.26786, -0.74051)
F (2.04613, 2.88613, 1.37693)
C (1.10865, -0.87428, 0.31681)
C (0.62625, -1.98080, 1.25655)
H (-0.44431, -2.16330, 1.16339)
H (1.12548, -2.93571, 1.09217)
H (0.82502, -1.74064, 2.30101)
H (2.19828, -0.86046, 0.34136)
H (0.88003, -1.20298, -0.69699)
H (0.89345, 1.16784, -1.17646)
C (2.64518, 4.76632, -4.07735)
O (1.28364, 4.34005, -4.22132)
H (3.39705, 4.09178, -4.48696)
H (2.77266, 5.77275, -4.47602)
H (2.89355, 4.86720, -3.02083)
H (1.24929, 3.40616, -4.00164)
C (4.93349, 0.04074, 2.45649)
O (5.56989, -0.96414, 1.66363)
H (4.75470, -0.35185, 3.45749)
H (5.58764, 0.90881, 2.37495)
H (4.01013, 0.38256, 1.98887)
H (5.09286, -1.79703, 1.64475)
C (-1.70885, 3.92631, -2.84186)
O (-2.38354, 2.71484, -2.50906)
H (-2.34338, 4.81249, -2.83002)
H (-0.85259, 4.10613, -2.19180)
H (-1.32057, 3.84690, -3.85727)
H (-1.70741, 2.05199, -2.66743)
C (2.54181, 0.64477, -3.80835)
O (1.40064, 1.52836, -3.85587)
H (2.80257, 0.32150, -4.81611)
H (3.37338, 1.21946, -3.40053)
H (2.33101, -0.25731, -3.23396)
H (0.67209, 0.95857, -3.59865)
C (-1.81431, 0.11382, -4.32907)
O (-1.08009, 0.41868, -3.20183)
H (-1.26495, 0.35562, -5.23892)
H (-2.02150, -0.95604, -4.35308)
H (-2.79557, 0.57749, -4.22787)
H (-1.60564, 0.06807, -2.47901)
C (4.28558, -4.33041, 1.44350)
O (3.78688, -3.21009, 2.11259)
H (4.46314, -5.20280, 2.07241)
H (3.61682, -4.66686, 0.65124)
H (5.21422, -4.11925, 0.91327)
H (3.23458, -3.42178, 2.86873)
C (1.37879, 1.16244, 4.26908)
O (1.92325, 1.08272, 5.57956)
H (1.74685, 0.34011, 3.65555)
H (0.29951, 1.01087, 4.25270)
H (1.65410, 2.09496, 3.77643)
H (1.61789, 1.87959, 6.01928)
C (1.98020, -4.71086, -1.52728)
O (2.24858, -6.10125, -1.51859)
H (2.87899, -4.17336, -1.82956)
H (1.08516, -4.47754, -2.10397)
H (1.81810, -4.37827, -0.50200)
H (3.20564, -6.17608, -1.52407)
C (1.86664, 5.97837, 1.87859)
O (1.19272, 7.21353, 1.93330)
H (2.19999, 5.71050, 2.88120)
H (1.14634, 5.22408, 1.56188)
H (2.70120, 5.91137, 1.18065)
H (0.47570, 7.13178, 2.56639)
C (-1.18285, 3.48624, 3.19175)
O (-2.19414, 4.06777, 2.38609)
H (-1.56162, 2.67320, 3.81109)
H (-0.37435, 3.16092, 2.53708)
H (-0.76643, 4.25903, 3.83789)
H (-2.75618, 4.70858, 2.82777)
C (-1.33641, -4.87177, 2.34063)
O (-1.88814, -5.95090, 3.13652)
H (-1.44322, -3.95965, 2.92776)
H (-0.26211, -5.05319, 2.30814)
H (-1.82354, -4.91266, 1.36639)
H (-1.92832, -6.74089, 2.59256)
C (-2.46243, -0.62658, 2.52354)
O (-1.91415, 0.58934, 1.98665)
H (-2.89787, -1.21181, 1.71360)
H (-1.65896, -1.25262, 2.91161)
H (-3.24924, -0.34241, 3.22230)
H (-1.12437, 0.41684, 1.46888)

Values from the calculation:
Maximum force ... 4.58 eV/Å
Charge ... -2
HOMO level ... -1.2 eV
Energy relative to the best compared isomer or geometry (same formula, charge and spin) ... 237.7 kJ/mol
E ... -70771.1216 eV

---

Entry 6:
# C3H3BrOS

A 2-piece molecular cluster, C3H3BrOS overall (ωB97M-V/def2-TZVPD, OMol25).

Cartesian coordinates (Å):
C (-0.80212, -0.92289, 0.03910)
C (-0.50690, 1.91805, -0.02880)
C (0.60599, -1.18243, -0.00370)
O (-1.89745, -1.30932, 0.10303)
S (-1.62969, 2.96977, -0.42503)
Br (1.28804, 2.28194, 0.43389)
H (1.18954, -0.30386, 0.28504)
H (0.88394, -2.02796, 0.63426)
H (0.86866, -1.42330, -1.03778)

Values from the calculation:
Maximum force ... 2.61 eV/Å
Charge ... 0
HOMO level (alpha / beta) ... -7.6 / -7.0 eV
Energy relative to the best compared isomer or geometry (same formula, charge and spin) ... 269.3 kJ/mol
E ... -86080.7341 eV